# C18H26N2O3

2 unconnected molecules or ions with the total composition C18H26N2O3 in a non-equilibrium geometry (the ωB97M-V functional and the def2-TZVPD basis, the OMol25 dataset).

Geometry as XYZ:
```
49
Properties=species:S:1:pos:R:3:forces:R:3:mulliken_charge:R:1
C 4.657019 3.272754 3.189514 -0.514 -1.036 -0.829 -0.90
C 4.026495 2.445667 1.888581 -1.617 -2.458 -3.430 0.36
C 4.837537 1.216725 1.132618 -3.786 1.480 -0.767 -0.62
C 4.159012 0.376303 -0.133945 -1.893 2.916 1.622 -0.55
C 2.666657 0.698323 -0.728025 1.451 2.258 2.774 0.17
C 1.892775 -0.091672 -1.934977 -0.461 -0.016 -0.013 1.08
C 1.508649 0.859090 -3.236655 -0.500 0.122 -0.164 -1.05
C 2.633794 -1.446304 -2.479551 -0.398 -1.164 -0.204 -0.95
C 1.847586 1.966823 -0.009438 3.430 -0.709 1.358 0.34
O 0.509994 2.303747 -0.533390 1.840 -0.444 2.821 -0.33
C -0.361838 2.675489 0.594686 -0.509 -0.935 0.769 -0.82
C -1.962431 2.351365 0.234289 0.039 -0.274 -0.364 0.11
C -2.086478 0.802527 -0.381106 2.252 -8.091 -1.315 0.12
N -1.912533 -0.450893 -0.714510 -1.796 11.756 3.026 -0.47
C -2.754830 2.465122 1.701146 0.692 -0.354 0.522 0.16
O -2.438697 3.812468 2.266585 -1.558 -1.943 0.228 -0.50
C -4.363607 2.158564 1.591567 -8.255 -1.165 -3.376 0.05
N -5.614341 1.956445 1.251017 11.829 1.895 3.402 -0.41
C 2.523471 2.813118 1.264861 1.809 -2.527 -1.169 -0.39
H 5.001345 4.322963 2.795096 -0.550 -2.098 1.006 0.25
H 5.553737 2.620128 3.626118 -1.914 1.652 -1.070 0.29
H 3.840438 3.383413 4.045715 1.731 -0.180 -1.997 0.27
H 5.912625 0.962982 1.532499 -2.400 0.383 -1.022 0.22
H 4.812131 -0.477173 -0.595759 -1.530 1.846 0.960 0.09
H 0.843036 -0.440576 -1.486472 2.365 0.934 -0.784 -0.04
H 1.386696 1.993901 -2.974622 0.206 -2.251 -0.280 0.28
H 2.294961 0.792801 -4.112471 -1.471 -0.030 1.906 0.36
H 0.455694 0.473280 -3.641650 2.362 0.845 0.771 0.24
H 1.907115 -2.373972 -2.289749 1.618 2.025 -0.358 0.21
H 2.818511 -1.444366 -3.657391 -0.346 0.288 2.652 0.26
H 3.640521 -1.717929 -1.949553 -1.924 0.714 -0.992 0.24
H -0.120189 1.959270 1.518879 -0.362 1.668 -1.930 0.45
H -0.184554 3.793677 0.899063 -0.729 -2.188 -0.692 0.29
H -2.392782 3.107537 -0.567419 0.807 -1.712 1.764 0.38
H -2.188004 1.694151 2.411121 -1.817 1.243 -1.582 0.33
H -2.824224 3.874518 3.198379 0.665 -0.340 -1.884 0.34
H 1.944425 3.699805 1.795467 1.226 -2.124 -1.365 0.13
C -2.930630 -3.856704 0.337690 0.236 0.274 0.029 -1.09
C -3.122695 -4.822156 -0.821023 -0.450 0.001 0.549 0.34
C -4.588456 -4.939289 -1.207617 -0.140 -0.026 -0.351 -1.21
O -2.627450 -6.106711 -0.452418 0.134 -0.288 0.018 -0.55
H -3.468186 -4.201331 1.228241 -0.103 -0.017 -0.132 0.35
H -1.872529 -3.791857 0.613149 -0.137 0.037 -0.128 0.29
H -3.287679 -2.854693 0.080091 0.073 -0.102 0.073 0.26
H -2.540482 -4.481653 -1.684135 0.032 -0.230 0.139 0.28
H -5.184824 -5.322306 -0.371837 0.092 0.137 0.034 0.31
H -4.712924 -5.646691 -2.034513 0.063 0.144 0.072 0.32
H -4.995252 -3.969751 -1.511546 0.001 -0.112 0.051 0.35
H -3.138612 -6.416926 0.313400 0.208 0.194 -0.349 0.35
```
Forces are in eV/Å.

Results
total charge = 0
electronic energy = -28194.3682 eV
SMILES string = Cc1ccc(C(C)C)c(OC[C@@H](C#N)[C@@H](O)C#N)c1.CC(C)O
frontier orbital gap = 8.08 eV
LUMO = -0.12 eV
energy relative to the best compared isomer or geometry (same formula, charge and spin) = 425.2 kcal/mol